C38H84N4O7 | ωB97M-V with the def2-TZVPD basis set

Its total charge is 0. The HOMO-LUMO gap comes out at 8.0 eV. The calculation puts the largest force on an atom at 2.9 eV/A. As for the SMILES: CC1(C)CCCC(C)(C)N1O.CC1(C)CCCC(C)(C)N1O.CC1(C)CCCC(C)(C)N1O.CC1(C)CCCC(C)(C)N1O.OCCO.O.

Last column: Mulliken charge in e.
CARTESIAN COORDINATES (ANGSTROEM)
O (-0.950, -0.740, 1.649)  0.37
H (-0.305, -0.170, 1.209)  -0.26
H (-1.023, -1.514, 1.076)  -0.25
C (0.086, 3.438, -1.597)  -1.51
C (-1.346, 3.582, -1.036)  2.73
C (-1.212, 4.083, 0.394)  -0.07
C (-1.062, 5.609, 0.476)  -1.08
C (-2.157, 6.344, -0.361)  -1.23
C (-2.176, 5.866, -1.820)  1.53
N (-2.233, 4.405, -1.832)  0.35
O (-2.364, 3.932, -3.176)  -0.49
C (-3.431, 6.482, -2.428)  -1.94
C (-0.924, 6.433, -2.504)  -1.78
C (-1.916, 2.151, -0.954)  -2.31
H (0.071, 3.275, -2.679)  0.37
H (0.684, 2.601, -1.216)  0.13
H (0.728, 4.295, -1.372)  0.22
H (-1.999, 3.718, 1.057)  -0.01
H (-0.255, 3.757, 0.813)  -0.35
H (-0.080, 5.948, 0.139)  0.32
H (-1.196, 5.916, 1.515)  0.47
H (-1.801, 7.365, -0.240)  0.54
H (-3.042, 6.009, 0.186)  0.33
H (-3.587, 7.451, -1.952)  0.41
H (-3.492, 6.530, -3.513)  0.35
H (-4.294, 5.904, -2.077)  0.45
H (-0.979, 7.525, -2.533)  0.44
H (0.025, 6.144, -2.061)  0.37
H (-0.897, 6.134, -3.556)  0.36
H (-2.941, 2.245, -0.573)  0.50
H (-1.415, 1.675, -0.107)  0.26
H (-1.869, 1.560, -1.863)  0.38
H (-3.138, 3.359, -3.096)  0.35
C (1.874, 1.128, 1.945)  -1.80
C (3.215, 1.834, 1.955)  2.22
C (3.621, 2.398, 3.327)  -1.34
C (4.077, 1.371, 4.335)  -0.69
C (5.224, 0.580, 3.761)  -1.54
C (4.900, -0.121, 2.435)  1.92
N (4.257, 0.859, 1.568)  0.21
O (4.138, 0.439, 0.232)  -0.40
C (6.243, -0.498, 1.805)  -1.93
C (4.024, -1.381, 2.629)  -1.38
C (3.286, 2.989, 0.964)  -2.08
H (1.866, 0.500, 1.046)  0.37
H (1.062, 1.859, 1.832)  0.32
H (1.608, 0.492, 2.790)  0.19
H (4.324, 3.232, 3.222)  0.46
H (2.768, 2.935, 3.772)  0.41
H (3.188, 0.863, 4.723)  0.35
H (4.458, 1.854, 5.245)  0.39
H (5.479, -0.241, 4.452)  0.43
H (6.192, 1.077, 3.708)  0.45
H (6.188, -0.729, 0.740)  0.38
H (6.950, 0.327, 1.936)  0.44
H (6.782, -1.358, 2.213)  0.42
H (3.613, -1.485, 3.636)  0.35
H (3.235, -1.421, 1.882)  -0.17
H (4.650, -2.271, 2.523)  0.47
H (4.341, 3.180, 0.744)  0.51
H (2.967, 3.936, 1.404)  0.42
H (2.779, 2.756, 0.028)  0.24
H (4.882, 0.844, -0.229)  0.32
C (-0.248, -5.344, 3.593)  -1.81
C (-0.201, -4.551, 2.250)  1.79
C (-0.051, -5.537, 1.080)  -1.13
C (-1.360, -5.946, 0.404)  -1.04
C (-2.127, -4.665, 0.098)  -1.43
C (-2.591, -3.881, 1.315)  2.24
N (-1.429, -3.760, 2.189)  0.82
O (-1.602, -2.828, 3.230)  -0.59
C (-2.924, -2.480, 0.786)  -1.88
C (-3.807, -4.556, 1.939)  -1.76
C (1.012, -3.604, 2.309)  -1.94
H (-1.282, -5.589, 3.830)  0.39
H (0.180, -4.787, 4.428)  0.35
H (0.349, -6.261, 3.546)  0.44
H (0.705, -5.253, 0.346)  0.39
H (0.272, -6.483, 1.526)  0.38
H (-1.905, -6.538, 1.146)  0.32
H (-1.263, -6.543, -0.499)  0.45
H (-2.952, -4.816, -0.608)  0.60
H (-1.471, -4.008, -0.491)  0.11
H (-3.700, -2.552, 0.010)  0.55
H (-3.303, -1.763, 1.513)  0.36
H (-2.093, -2.092, 0.190)  0.42
H (-4.760, -4.271, 1.487)  0.41
H (-3.616, -5.621, 2.022)  0.27
H (-3.988, -4.113, 2.929)  0.42
H (1.844, -4.160, 2.743)  0.52
H (0.908, -2.654, 2.833)  0.47
H (1.249, -3.294, 1.284)  -0.01
H (-1.186, -2.028, 2.874)  0.37
C (-0.344, -1.341, -1.514)  -0.74
C (0.301, -1.771, -2.833)  2.28
C (-0.185, -3.206, -3.011)  -1.09
C (0.088, -3.724, -4.427)  -0.78
C (-0.605, -2.812, -5.448)  -1.15
C (-0.207, -1.316, -5.288)  1.46
N (-0.272, -0.939, -3.870)  0.13
O (0.047, 0.422, -3.680)  -0.10
C (1.212, -1.180, -5.852)  -1.61
C (-1.106, -0.407, -6.135)  -1.97
C (1.821, -1.739, -2.632)  -1.77
H (-1.435, -1.369, -1.481)  0.47
H (-0.081, -0.296, -1.292)  -0.28
H (-0.019, -1.872, -0.615)  -0.67
H (0.426, -3.835, -2.359)  0.10
H (-1.256, -3.345, -2.871)  0.36
H (-0.226, -4.762, -4.556)  0.43
H (1.150, -3.752, -4.690)  0.33
H (-1.691, -2.858, -5.343)  0.34
H (-0.275, -3.117, -6.440)  0.46
H (1.945, -1.772, -5.300)  0.36
H (1.215, -1.484, -6.900)  0.49
H (1.600, -0.154, -5.841)  0.33
H (-0.789, 0.611, -5.913)  0.39
H (-1.038, -0.622, -7.196)  0.41
H (-2.138, -0.499, -5.788)  0.39
H (2.259, -0.769, -2.888)  0.29
H (2.377, -2.446, -3.256)  0.30
H (2.119, -1.957, -1.606)  0.44
H (0.965, 0.554, -3.985)  0.29
C (-3.769, 0.670, 3.827)  -0.54
C (-4.065, 2.165, 3.856)  -0.48
O (-2.885, 2.951, 3.837)  -0.56
O (-3.354, 0.107, 2.566)  -0.33
H (-4.618, 0.040, 4.112)  0.48
H (-3.018, 0.426, 4.590)  0.34
H (-4.652, 2.233, 4.779)  0.34
H (-4.648, 2.372, 2.952)  0.28
H (-2.828, 3.371, 2.979)  0.32
H (-2.385, 0.140, 2.621)  -0.10

---

C3H9N3O | ωB97M-V with the def2-TZVPD basis set

Its total charge is 0. The HOMO-LUMO gap comes out at 10.4 eV. The value obtained for the relative energy (zero: lowest compared OMol25 entry of this formula, charge and spin) is 23.4 kcal/mol. The calculation puts the largest force on an atom at 0.4 eV/A. As for the SMILES: NC(N)=O.C=NC.

Last column: Mulliken charge in e.
CARTESIAN COORDINATES (ANGSTROEM)
N (0.359, -1.634, 1.449)  -0.53
C (-0.233, -1.996, 0.182)  0.48
N (-0.841, -0.950, -0.410)  -0.29
O (-0.180, -3.104, -0.308)  -0.61
H (-0.177, -2.118, 2.166)  0.25
H (1.277, -2.068, 1.482)  0.27
H (-0.715, -0.006, -0.085)  0.23
H (-1.291, -1.156, -1.285)  0.19
C (0.269, 2.807, -1.429)  -0.72
C (0.078, 2.386, 0.850)  -0.26
N (0.485, 1.969, -0.264)  -0.39
H (1.201, 2.902, -1.985)  0.25
H (-0.124, 3.804, -1.206)  0.31
H (-0.427, 2.286, -2.087)  0.24
H (0.175, 1.736, 1.719)  0.31
H (-0.350, 3.380, 1.015)  0.26

---

C30H32F6IrNO3S | ωB97M-V with the def2-TZVPD basis set

Its total charge is -1. The HOMO-LUMO gap (alpha / beta) comes out at 5.8 / 7.3 eV. The spin multiplicity is 2. The value obtained for the relative energy (zero: lowest compared OMol25 entry of this formula, charge and spin) is 19.6 kcal/mol. The calculation puts the largest force on an atom at 1.4 eV/A.

Last column: Mulliken charge in e.
CARTESIAN COORDINATES (ANGSTROEM)
Ir (-0.169, -0.320, 0.208)  1.96
C (-0.841, -1.066, 2.245)  -0.15
C (-1.491, 0.155, 1.884)  0.84
C (-0.498, 1.182, 1.744)  0.38
C (0.788, 0.589, 1.942)  -0.02
C (0.569, -0.828, 2.198)  1.37
C (1.583, -1.821, 2.667)  -1.50
C (2.106, 1.290, 1.927)  -1.38
C (-0.779, 2.627, 1.478)  -1.38
C (-2.961, 0.374, 1.714)  -1.53
C (-1.468, -2.363, 2.644)  -1.67
H (1.411, -2.805, 2.230)  0.25
H (1.521, -1.920, 3.756)  0.38
H (2.596, -1.521, 2.413)  0.37
H (2.114, 2.082, 1.179)  0.28
H (2.906, 0.598, 1.674)  0.32
H (2.334, 1.738, 2.900)  0.31
H (0.033, 3.093, 0.919)  0.34
H (-0.905, 3.176, 2.418)  0.29
H (-1.683, 2.756, 0.886)  0.28
H (-3.168, 0.852, 0.757)  0.29
H (-3.364, 1.016, 2.503)  0.30
H (-3.503, -0.571, 1.733)  0.39
H (-1.052, -3.203, 2.086)  0.23
H (-2.544, -2.361, 2.474)  0.41
H (-1.294, -2.559, 3.707)  0.34
S (-2.495, 3.448, -1.860)  -0.42
C (-1.407, 2.257, -2.198)  0.06
C (-1.451, -6.459, -0.975)  -1.66
C (-1.184, -5.562, -2.157)  1.31
C (-0.576, -6.105, -3.287)  -1.04
C (-0.287, -5.302, -4.375)  -1.29
C (-0.608, -3.955, -4.358)  -0.87
C (-1.242, -3.400, -3.246)  0.66
N (-1.560, -2.043, -3.143)  0.21
C (-1.600, -1.085, -4.134)  0.84
C (-1.840, -1.424, -5.476)  -0.74
C (-1.856, -0.463, -6.466)  -0.64
C (-1.657, 0.877, -6.161)  -1.02
C (-1.497, 1.235, -4.837)  -1.06
C (-1.475, 0.290, -3.810)  0.00
C (-1.468, 0.793, -2.413)  1.54
O (-0.158, 2.144, -2.293)  -0.48
O (-1.577, 0.044, -1.419)  -1.24
C (-1.525, -4.210, -2.129)  0.85
C (-2.178, -3.584, -0.928)  -1.81
H (-1.075, -7.464, -1.170)  0.39
H (-2.518, -6.538, -0.759)  0.37
H (-0.964, -6.090, -0.070)  0.28
H (-0.315, -7.156, -3.299)  0.31
H (0.215, -5.719, -5.240)  0.37
H (-0.318, -3.330, -5.187)  0.60
H (-1.435, -1.636, -2.222)  -0.26
H (-2.037, -2.454, -5.732)  0.70
H (-2.037, -0.768, -7.490)  0.39
H (-1.660, 1.632, -6.936)  0.40
H (-1.394, 2.279, -4.573)  0.39
H (-3.070, -3.026, -1.225)  0.34
H (-1.511, -2.870, -0.429)  0.05
H (-2.466, -4.326, -0.188)  0.49
C (2.078, -2.232, -3.051)  -2.02
C (2.061, -1.338, -1.809)  1.52
O (0.789, -1.242, -1.347)  -0.43
C (2.629, 0.049, -2.206)  0.26
F (2.032, 0.498, -3.316)  -0.27
F (3.960, -0.021, -2.483)  -0.35
F (2.481, 0.972, -1.253)  -0.13
C (2.996, -1.982, -0.754)  0.34
F (3.359, -1.126, 0.220)  -0.26
F (4.144, -2.463, -1.274)  -0.33
F (2.387, -3.019, -0.162)  -0.28
H (1.335, -1.838, -3.741)  0.37
H (1.780, -3.236, -2.755)  0.40
H (3.053, -2.267, -3.538)  0.44

---

C9H18NOS | ωB97M-V with the def2-TZVPD basis set

Its total charge is +1. The HOMO-LUMO gap comes out at 9.8 eV. The value obtained for the relative energy (zero: lowest compared OMol25 entry of this formula, charge and spin) is 52.5 kcal/mol. The calculation puts the largest force on an atom at 5.0 eV/A. As for the SMILES: C[C@@H](O)[C@@H]1SC=C[N@H+]1C(C)(C)C.

Last column: Mulliken charge in e.
CARTESIAN COORDINATES (ANGSTROEM)
C (-1.781, 0.423, 0.665)  -0.39
C (-2.582, -0.584, 0.349)  -0.39
C (-0.336, -0.937, -0.856)  -0.49
C (-0.551, -1.498, -3.278)  -1.59
C (0.330, 1.465, 2.344)  -1.84
C (0.571, -1.015, 2.040)  -1.62
C (1.893, 0.603, 0.694)  -1.78
C (-0.476, -0.281, -2.309)  0.21
C (0.603, 0.343, 1.403)  1.37
N (-0.406, 0.443, 0.333)  -0.11
O (-1.661, 0.523, -2.452)  -0.51
S (-2.000, -1.880, -0.567)  -0.10
H (-2.425, 1.232, 1.003)  0.36
H (-3.582, -0.642, 0.654)  0.51
H (0.537, -1.526, -0.614)  0.57
H (-0.954, -2.393, -3.007)  0.44
H (0.443, -1.706, -3.599)  0.43
H (-1.015, -1.198, -4.177)  0.44
H (0.106, 2.345, 1.734)  0.43
H (-0.565, 1.407, 3.044)  0.33
H (1.227, 1.580, 2.815)  0.58
H (-0.422, -1.276, 2.192)  0.41
H (1.165, -1.065, 2.940)  0.48
H (1.046, -1.698, 1.350)  0.36
H (2.072, 1.598, 0.366)  0.45
H (2.693, 0.297, 1.229)  0.55
H (1.926, -0.034, -0.202)  0.41
H (0.449, 0.240, -2.455)  0.49
H (-0.168, 1.166, -0.332)  0.57
H (-2.436, -0.088, -2.548)  0.41

---

C11H19F3Si | ωB97M-V with the def2-TZVPD basis set

Its total charge is 0. The HOMO-LUMO gap comes out at 8.0 eV. The value obtained for the relative energy (zero: lowest compared OMol25 entry of this formula, charge and spin) is 0.0 kcal/mol. The calculation puts the largest force on an atom at 5.3 eV/A. As for the SMILES: C=C=[Si](C=C)CCCCCC.FC(F)F.

Last column: Mulliken charge in e.
CARTESIAN COORDINATES (ANGSTROEM)
C (1.646, -3.806, 1.480)  -0.70
C (4.738, -0.869, -0.043)  -0.32
C (1.085, -2.634, 1.151)  -0.18
C (3.451, -0.912, 0.099)  -0.26
C (-4.335, 2.049, 0.319)  -1.48
C (-3.392, 0.938, -0.160)  -0.14
C (-2.589, 1.516, -1.437)  -0.88
C (-1.533, 0.406, -1.897)  -0.79
C (-0.354, 0.199, -0.901)  -0.20
C (0.545, -0.992, -1.435)  -0.99
C (2.640, 1.552, 2.023)  1.28
F (1.905, 2.376, 1.236)  -0.23
F (3.688, 2.212, 2.523)  -0.25
F (1.822, 1.098, 2.999)  -0.25
Si (1.850, -1.579, -0.232)  -0.08
H (1.145, -4.452, 2.075)  0.34
H (2.570, -4.206, 1.014)  0.20
H (5.396, 0.143, 0.186)  0.17
H (5.256, -1.689, -0.370)  0.32
H (0.114, -2.456, 1.524)  0.35
H (3.141, 0.693, 1.435)  -0.58
H (-4.945, 2.429, -0.529)  0.32
H (-4.975, 1.705, 1.009)  0.45
H (-3.882, 2.941, 0.597)  0.39
H (-3.879, -0.025, -0.541)  0.25
H (-2.709, 0.621, 0.681)  0.19
H (-3.257, 1.638, -2.202)  0.48
H (-2.040, 2.438, -1.180)  0.36
H (-1.146, 0.792, -2.832)  0.39
H (-2.088, -0.526, -1.837)  0.36
H (0.246, 1.140, -0.932)  0.22
H (-0.687, -0.024, 0.177)  0.19
H (-0.244, -1.743, -1.569)  0.40
H (0.815, -0.974, -2.433)  0.67

---

C47H47N6O3 | ωB97M-V with the def2-TZVPD basis set

Its total charge is +1. The HOMO-LUMO gap comes out at 6.0 eV. The calculation puts the largest force on an atom at 2.1 eV/A.

Last column: Mulliken charge in e.
CARTESIAN COORDINATES (ANGSTROEM)
C (4.425, 1.478, -3.946)  -1.05
N (3.418, 0.538, -4.371)  0.22
C (3.713, -0.407, -5.315)  -0.23
O (4.793, -0.544, -5.894)  -0.68
C (2.479, -1.289, -5.458)  0.59
C (2.808, -2.786, -5.444)  -1.58
C (3.125, -3.254, -4.049)  0.27
C (4.333, -2.856, -3.466)  -0.03
C (4.585, -3.149, -2.128)  -0.77
C (3.689, -3.945, -1.410)  -0.49
C (2.504, -4.386, -2.006)  -0.71
C (2.234, -4.061, -3.335)  0.02
N (1.651, -0.860, -4.338)  0.28
C (0.558, -1.523, -3.910)  -0.59
C (-0.243, -1.021, -2.887)  0.49
C (-1.111, -1.788, -2.108)  -0.94
C (-2.549, -1.656, -2.210)  0.85
C (-3.355, -2.778, -2.555)  -0.65
C (-4.713, -2.622, -2.790)  -0.60
C (-5.326, -1.377, -2.555)  -0.49
C (-4.542, -0.268, -2.184)  -0.78
C (-3.157, -0.384, -2.125)  0.19
C (2.184, 0.311, -3.628)  1.63
C (2.475, 0.021, -2.120)  -1.43
C (1.591, 0.971, -1.334)  0.19
C (1.033, 2.033, -2.303)  -0.40
C (1.259, 1.571, -3.728)  -2.02
H (5.048, 1.737, -4.812)  0.37
H (3.933, 2.379, -3.566)  0.32
H (5.081, 1.050, -3.166)  0.36
H (1.994, -1.018, -6.417)  0.32
H (1.962, -3.328, -5.882)  0.45
H (3.686, -2.936, -6.090)  0.56
H (5.066, -2.320, -4.076)  0.48
H (5.488, -2.745, -1.661)  0.44
H (3.916, -4.224, -0.379)  0.38
H (1.782, -4.985, -1.447)  0.45
H (1.318, -4.406, -3.829)  0.45
H (0.273, -2.425, -4.463)  0.77
H (-0.214, 0.056, -2.708)  -0.24
H (-0.726, -2.705, -1.651)  0.65
H (-2.843, -3.738, -2.709)  0.39
H (-5.307, -3.472, -3.150)  0.39
H (-6.402, -1.255, -2.681)  0.39
H (-4.997, 0.702, -1.970)  0.43
H (-2.510, 0.488, -2.005)  0.12
H (2.290, -1.035, -1.886)  -0.13
H (3.534, 0.226, -1.926)  0.62
H (0.759, 0.417, -0.889)  -0.61
H (2.133, 1.467, -0.517)  0.87
H (-0.023, 2.235, -2.105)  0.10
H (1.556, 2.980, -2.115)  0.70
H (1.774, 2.339, -4.315)  0.48
H (0.322, 1.336, -4.246)  0.25
O (-0.281, 3.459, -0.211)  -0.37
C (-0.814, 3.855, 0.816)  0.24
C (-0.844, 5.331, 1.122)  -0.28
C (-1.964, 6.102, 0.791)  -0.03
C (-1.907, 7.496, 0.905)  -0.73
C (-0.732, 8.118, 1.350)  -0.40
C (0.378, 7.339, 1.706)  -0.71
C (0.325, 5.948, 1.582)  -0.19
N (-1.407, 3.010, 1.759)  0.34
C (-1.837, 3.607, 3.012)  -0.68
C (-2.453, 2.606, 3.951)  -0.88
N (-1.674, 1.402, 3.960)  -0.02
C (-1.824, 0.615, 5.144)  -0.93
C (-0.893, -0.570, 5.074)  -0.45
N (-1.122, -1.338, 3.846)  0.24
C (-1.301, -2.726, 3.889)  0.48
O (-1.735, -3.401, 2.964)  -0.61
C (-0.976, -3.358, 5.222)  -0.10
C (-2.011, -3.988, 5.916)  -0.48
C (-1.767, -4.507, 7.187)  -0.58
C (-0.480, -4.445, 7.737)  -0.41
C (0.571, -3.871, 7.006)  -0.59
C (0.331, -3.351, 5.731)  0.14
C (-1.277, -0.610, 2.652)  0.12
C (-1.298, -1.173, 1.356)  -1.33
N (-1.269, -0.411, 0.252)  0.23
C (-1.288, 0.933, 0.369)  -0.46
C (-1.388, 1.597, 1.601)  -0.47
C (-1.422, 0.795, 2.753)  0.96
H (-2.875, 5.609, 0.441)  0.45
H (-2.773, 8.098, 0.621)  0.39
H (-0.683, 9.204, 1.423)  0.41
H (1.295, 7.818, 2.058)  0.40
H (1.189, 5.329, 1.839)  0.42
H (-0.983, 4.092, 3.506)  0.44
H (-2.574, 4.381, 2.780)  0.32
H (-2.447, 3.008, 4.968)  0.43
H (-3.501, 2.423, 3.658)  0.35
H (-1.568, 1.249, 6.002)  0.42
H (-2.864, 0.278, 5.295)  0.33
H (0.156, -0.236, 5.118)  0.16
H (-1.096, -1.188, 5.949)  0.44
H (-3.002, -4.038, 5.456)  0.42
H (-2.585, -4.966, 7.743)  0.38
H (-0.294, -4.831, 8.739)  0.39
H (1.579, -3.823, 7.426)  0.39
H (1.137, -2.914, 5.136)  0.44
H (-1.315, -2.247, 1.211)  0.75
H (-1.190, 1.499, -0.552)  0.24